[1]
C16H32ClHoIOP3 as an isolated structure in a non-equilibrium geometry. Source: the OMol25 dataset; level of theory: ωB97M-V with the def2-TZVPD basis set.

Summary:
DFT total energy, eV: -93434.8428
Relative energy (zero: lowest compared OMol25 entry of this formula, charge and spin), kcal per mole: 0.00
Frontier orbital gap (spin up / spin down), eV: 6.6 / 6.6
<S²>: 6.00
2S+1: 5
HOMO (spin up / spin down), eV: -14.09 / -14.09
Molecular weight, u: 660.6
Net charge: +2

Structure (XYZ):
```
55
Properties=species:S:1:pos:R:3:forces:R:3
C -0.74126 6.97309 -1.83164 1.0 0.0 0.7
C -1.56509 5.84161 -2.17450 -4.9 -1.6 -2.9
H -1.15206 7.91135 -2.26156 0.0 -0.7 0.1
H 0.27819 6.75706 -2.20732 -0.4 0.2 0.2
H -0.68909 7.01355 -0.72576 0.0 0.1 -0.5
O -2.49071 5.35201 -2.69468 4.2 1.8 2.4
I -0.21498 3.68273 -0.85212 -0.4 1.9 -0.6
Ho 0.28191 1.10363 -0.18595 0.9 -1.8 1.5
P -1.44997 1.13954 2.07723 -0.5 0.7 0.9
C -2.97228 0.22532 2.51258 -0.1 -0.1 -0.4
C -0.45306 0.90548 3.60157 0.3 0.0 -0.3
H -1.02113 1.28566 4.46215 0.2 -0.1 -0.2
H -2.36776 3.01937 3.31781 0.0 0.1 -0.3
H 0.49378 1.45125 3.49549 -0.2 -0.1 0.2
H -1.19587 3.55876 2.06445 -0.2 -0.1 0.2
H -2.78986 -0.85669 2.50498 -0.1 0.2 0.0
H -0.22681 -0.15949 3.74229 0.0 0.3 0.0
C -2.01734 2.86766 2.28912 0.0 0.1 0.1
H -3.32384 0.53442 3.50799 0.2 -0.1 -0.3
H -2.83154 3.06768 1.58347 0.1 0.0 0.1
H -3.74484 0.45770 1.76810 0.1 -0.1 0.2
P 1.62329 0.46665 -2.64782 1.0 -0.1 -1.2
C 1.26100 -0.73480 -3.98671 -0.4 -0.1 0.2
C 1.69490 2.01372 -3.63227 -0.1 0.1 0.2
H 3.81360 0.82671 -1.64770 0.0 -0.2 -0.2
H 3.94009 0.32007 -3.37242 -0.2 -0.1 0.3
H 3.57884 -0.88774 -2.08592 0.0 0.3 -0.1
C 3.42078 0.14780 -2.41701 -0.1 0.1 0.4
H 1.91291 2.86176 -2.97178 0.1 -0.2 -0.3
H 2.47251 1.91701 -4.40197 -0.3 0.1 0.2
H 2.03624 -0.67061 -4.76649 -0.3 0.0 0.3
H 0.28146 -0.50233 -4.42655 0.3 -0.2 0.1
H 0.71832 2.18399 -4.10027 0.2 0.0 0.0
H 1.23421 -1.75598 -3.58281 0.0 0.2 -0.2
Cl 2.30552 1.68720 1.14466 -0.6 0.1 -0.4
C 1.61515 -1.61260 0.38592 0.3 0.3 -0.2
P -0.18844 -1.66781 0.77647 0.4 -1.1 -0.1
C -0.90143 -1.86236 -0.91600 -0.2 -0.1 0.1
C -0.28032 -3.40475 1.35603 -0.3 -0.3 0.5
C 0.26282 -4.46535 0.60789 -0.1 0.0 0.3
C 0.23391 -5.76771 1.11157 0.0 0.2 -0.1
C -0.34888 -6.02752 2.35307 0.0 0.4 0.1
C -0.87693 -4.97364 3.10703 0.0 -0.1 0.0
C -0.84789 -3.66794 2.61630 0.2 0.0 -0.4
H 2.03030 -0.58401 0.46895 0.1 -0.7 -0.1
H 1.85551 -2.04031 -0.59685 0.0 0.0 0.3
H 2.10863 -2.20855 1.16696 0.0 0.3 -0.2
H -0.27040 -2.55182 -1.48836 -0.2 0.3 -0.1
H -1.88802 -2.32193 -0.76651 0.2 0.2 -0.2
H -1.04610 -0.92113 -1.48152 0.0 -0.3 0.0
H 0.71947 -4.28629 -0.36454 -0.1 0.0 0.2
H 0.67475 -6.58017 0.53082 -0.2 0.3 0.2
H -0.38691 -7.04690 2.73689 0.0 0.3 -0.1
H -1.30966 -5.16845 4.08912 0.1 0.0 -0.3
H -1.25560 -2.84590 3.20808 0.1 -0.3 -0.1
```
Positions in Å, forces in eV/Å.

[2]
C16H32N3O7S2Si as an isolated structure. Source: the OMol25 dataset; level of theory: ωB97M-V with the def2-TZVPD basis set.

Summary:
DFT total energy, eV: -65463.9742
Frontier orbital gap, eV: 8.9
HOMO, eV: -6.37
Molecular weight, u: 470.7
Net charge: -1

Structure (XYZ):
```
61
Properties=species:S:1:pos:R:3:forces:R:3
C 6.41924 1.83078 -1.69886 -0.1 -0.1 0.1
Si 4.59030 1.42581 -1.69038 0.3 -0.2 -0.1
C 4.25730 0.18385 -3.04424 -0.1 0.1 0.1
C 4.16087 0.62863 -0.05618 0.1 0.0 0.0
O 3.74487 2.81759 -1.95520 -0.2 0.0 0.1
C 2.32288 2.71736 -1.79222 -0.1 0.4 0.0
C 1.68649 3.95810 -2.38216 0.2 0.2 0.2
S -0.10680 4.11304 -2.17307 0.0 -0.1 0.2
O -0.27911 5.32657 -1.40866 -0.1 0.1 -0.1
O -0.70000 4.05851 -3.48583 0.0 0.1 -0.1
N -0.56708 2.91937 -1.21459 0.4 -0.1 0.0
S -0.95172 1.47527 -1.71047 0.0 0.2 0.0
O -0.55646 1.14807 -3.06138 0.1 -0.1 0.1
O -0.59869 0.51866 -0.68023 0.1 0.0 -0.1
C -2.72895 1.48744 -1.70168 -0.1 -0.1 -0.1
C -3.45748 2.59052 -1.30306 -0.1 -0.1 0.0
C -4.84207 2.48489 -1.29611 0.0 0.0 0.0
C -5.42609 1.29252 -1.69115 0.2 0.2 0.0
N -4.72586 0.22898 -2.08079 0.0 -0.2 -0.1
C -3.40107 0.32990 -2.08474 -0.1 0.2 0.1
H 6.94715 1.02572 -2.21289 0.1 0.0 -0.1
H 6.66074 2.76988 -2.19121 0.0 0.1 -0.1
H 6.80115 1.86076 -0.67825 0.1 0.1 0.0
H 4.63977 0.54248 -3.99905 0.0 0.0 -0.1
H 3.19545 -0.03469 -3.15586 -0.1 0.0 0.0
H 4.76105 -0.74966 -2.78914 0.1 -0.1 -0.1
H 3.09360 0.63780 0.16212 -0.1 0.0 0.0
H 4.69779 1.09801 0.76840 -0.1 0.1 0.1
H 4.47582 -0.41635 -0.09525 0.0 -0.1 0.0
H 1.94587 1.83193 -2.29120 -0.2 -0.3 -0.1
H 2.07177 2.65591 -0.73438 0.0 -0.1 0.1
H 2.09390 4.82585 -1.86663 0.0 0.1 0.0
H 1.91660 4.05691 -3.43977 -0.1 -0.1 -0.1
H -2.94622 3.49421 -1.00662 0.0 0.1 0.0
H -5.46130 3.31562 -0.98860 0.0 0.0 0.0
H -6.50355 1.18836 -1.69681 -0.1 0.0 0.0
H -2.83879 -0.53856 -2.40141 0.0 -0.1 0.0
C -1.92856 -5.63191 3.58755 0.0 0.0 0.0
O -0.74223 -4.91116 3.34861 0.0 0.0 0.0
C -0.44789 -4.69794 1.97045 0.1 -0.1 -0.1
C -0.56587 -3.24021 1.59470 -0.1 0.1 0.0
N -1.95003 -2.79700 1.63142 0.1 0.0 0.2
C -2.12480 -1.35592 1.43742 -0.2 -0.1 -0.1
C -1.54165 -0.41805 2.47874 0.1 0.1 -0.1
O -2.16246 -0.49914 3.75782 0.0 -0.1 0.0
C -1.64295 -1.48134 4.62231 0.0 0.1 0.0
H -1.97848 -5.82344 4.65847 0.0 0.0 0.0
H -2.82355 -5.07556 3.28704 0.0 0.0 0.0
H -1.92670 -6.59200 3.05932 0.0 0.0 0.0
H -1.11225 -5.30460 1.34720 0.0 0.0 0.0
H 0.58007 -5.03009 1.79880 0.0 0.0 0.0
H -0.18462 -3.10801 0.57800 0.0 0.0 0.0
H 0.09003 -2.66793 2.26701 0.0 0.0 0.0
H -2.35660 -3.06583 2.51849 0.0 0.0 0.0
H -3.19943 -1.16301 1.37911 0.0 0.0 0.0
H -1.69667 -1.07922 0.47368 0.0 0.0 0.0
H -1.70653 0.59974 2.12246 0.0 0.0 0.0
H -0.45729 -0.54053 2.58630 0.0 -0.1 0.0
H -0.57317 -1.64040 4.45359 0.0 0.0 0.0
H -2.15430 -2.44570 4.52301 0.0 0.0 0.0
H -1.78546 -1.13075 5.64607 0.0 0.0 0.0
```
Positions in Å, forces in eV/Å.

[3]
C16H32N4O3 as an isolated structure in a non-equilibrium geometry. Source: the OMol25 dataset; level of theory: ωB97M-V with the def2-TZVPD basis set.

Summary:
DFT total energy, eV: -29196.2951
Relative energy (zero: lowest compared OMol25 entry of this formula, charge and spin), kcal per mole: 448.86
Frontier orbital gap, eV: 8.4
HOMO, eV: -8.08
Molecular weight, u: 328.5

Structure (XYZ):
```
55
Properties=species:S:1:pos:R:3:forces:R:3
C -6.40820 2.53810 0.45981 2.2 -1.6 -10.2
C -5.02858 2.00877 -0.27717 -5.4 2.3 -2.7
C -4.88715 0.59508 -0.15907 -4.5 -4.7 1.1
C -3.70389 -0.04609 -0.79630 1.7 -2.4 3.2
C -3.58081 -1.69950 -0.73720 3.2 10.6 10.0
C -2.47321 -2.20212 -1.29516 4.9 -3.7 -3.2
C -1.16437 -1.57413 -0.88921 -0.8 4.2 -13.3
H -0.32339 -1.91172 -1.77789 -2.0 0.7 2.8
C -0.73323 -1.48667 0.32660 4.3 -0.5 12.7
N 0.58574 -0.84055 0.65948 -4.2 1.6 -1.1
C 0.47899 0.74459 0.92075 2.7 -8.8 -2.1
O -0.52771 1.37975 0.76589 1.6 0.6 0.9
N 1.85482 0.74601 1.05849 -6.0 15.8 3.8
C 2.78267 -0.05399 0.97238 5.0 -9.6 -1.6
N 3.46758 0.04243 -0.43883 1.4 -2.0 10.4
C 4.68797 0.56803 -0.15725 2.9 0.6 -4.9
O 5.46273 0.40261 0.78225 -1.5 0.3 -0.2
N 5.13006 1.05728 -1.38407 1.7 2.3 -1.4
H 4.67503 1.08386 -2.33112 -0.3 -0.6 2.3
C 6.49810 1.58182 -1.55988 -7.5 3.6 -7.8
H 6.97398 1.54067 -0.79728 5.6 0.0 9.8
H 6.93999 0.94379 -2.18606 2.0 -2.3 -2.9
H 6.54215 2.65165 -2.05130 -0.3 -1.9 1.1
O 2.60896 0.38956 -1.25175 -5.2 1.7 -8.5
H 2.05301 1.22431 -1.42693 1.9 -0.6 1.9
H 3.62848 -0.16717 1.68912 -1.0 0.5 -0.1
C 1.85685 -1.57936 0.92936 -2.4 10.5 -0.9
C 2.28375 -2.25255 -0.16094 1.9 -10.8 6.8
H 2.08156 -2.02414 -1.01217 -2.2 3.5 -9.7
H 1.64469 -3.33179 0.00699 1.5 2.1 -0.9
H 3.28916 -2.60391 -0.01730 0.7 -0.1 -0.3
C 1.83163 -2.05927 2.19919 0.9 -4.0 8.3
H 2.88366 -2.38425 2.56626 -1.4 0.0 -0.8
H 1.12547 -2.97855 2.35392 1.2 1.4 -0.4
H 1.56476 -1.36153 3.08226 0.1 -0.5 -1.9
C 2.26967 2.47568 1.52328 1.1 -6.0 4.0
H 1.34811 2.88204 1.34684 -2.3 1.4 0.4
H 2.72469 2.32454 2.72389 -1.5 0.9 -4.1
H 2.89314 2.72570 0.75097 2.2 0.8 -1.3
H -0.67853 -2.41963 0.83900 0.5 -1.9 0.1
H -1.37804 -1.11450 1.18537 -0.4 0.6 -1.7
H -1.25297 -0.32567 -1.11181 0.2 -3.2 -0.6
H -2.70951 -2.07280 -2.38870 1.3 -0.4 0.4
H -2.39635 -3.32087 -1.08215 -0.1 1.0 -0.5
H -3.61914 -1.68564 0.40761 0.4 -1.0 -0.9
H -4.35848 -2.08162 -0.95119 -10.4 -4.9 -3.4
H -3.68391 0.11102 -1.79456 0.2 1.4 -3.3
H -2.78156 0.35844 -0.27828 -0.9 -0.4 -0.8
H -5.88085 0.10991 -0.70077 2.1 1.0 1.1
H -5.18330 0.30852 0.97842 1.4 0.2 -2.3
H -5.15415 2.33114 -1.38197 0.5 -0.5 1.6
H -4.29239 2.54125 0.13683 3.2 2.0 1.5
H -6.28132 2.36485 1.33824 1.1 -2.4 10.6
H -6.46929 3.53343 0.36017 -0.5 3.7 -0.8
H -7.21705 2.01319 0.03298 -1.1 -0.4 -0.4
```
Positions in Å, forces in eV/Å.

[4]
C16H32O20PtRb2S2Y as an isolated structure in a non-equilibrium geometry. Source: the OMol25 dataset; level of theory: ωB97M-V with the def2-TZVPD basis set.

Summary:
DFT total energy, eV: -85304.7799
Frontier orbital gap (spin up / spin down), eV: 3.7 / 3.7
<S²>: 2.00
2S+1: 3
HOMO (spin up / spin down), eV: -15.64 / -15.69
Molecular weight, u: 1063.5
Net charge: +3

Structure (XYZ):
```
74
Properties=species:S:1:pos:R:3:forces:R:3
Pt 8.73091 -2.77346 -29.11207 3.5 -2.2 -1.7
Rb 4.85794 -3.44675 -29.06377 -0.2 -0.9 0.1
Rb 6.15550 1.29261 -33.35921 0.3 0.1 -0.7
Y 5.24029 0.73496 -29.02052 6.2 -1.8 2.6
S 7.30116 -1.61053 -27.19443 2.1 -1.3 7.0
O 7.31076 -1.72195 -25.72450 -1.2 1.4 -3.0
O 7.32333 -2.94416 -27.75052 -4.5 -4.1 1.2
O 6.17423 -0.81089 -27.77806 -4.2 2.1 -1.5
O 8.51894 -1.10862 -27.75964 1.9 3.5 -0.4
S 7.55960 -1.14017 -30.95268 3.3 -3.4 -3.1
O 8.98601 -1.27461 -30.59863 0.0 2.8 -2.4
O 6.96745 -0.02021 -30.22024 -3.8 4.6 2.3
O 7.24673 -0.93674 -32.36028 0.1 0.2 0.4
O 7.01551 -2.39284 -30.43397 -3.0 -0.4 -0.2
C 10.46171 -3.65802 -34.49976 0.6 -0.5 0.1
C 9.28846 -3.60873 -33.53058 0.1 0.5 0.1
O 8.76014 -4.90833 -33.13117 1.0 -0.1 1.2
C 8.83116 -5.32685 -31.83388 -1.6 3.6 1.2
O 8.96185 -4.50972 -30.83009 0.0 -3.5 -3.3
O 8.43526 -6.58137 -31.84024 0.5 -0.2 1.1
C 8.07413 -7.23485 -30.60031 -0.3 -0.5 1.0
H 11.45732 -3.60797 -34.05890 -0.1 0.0 0.4
H 10.39063 -2.80854 -35.17904 -0.1 -0.1 0.0
H 10.47347 -4.57625 -35.08696 -0.3 0.1 -0.1
H 8.52993 -3.06483 -34.09351 -0.7 -0.5 0.3
H 9.47898 -3.00862 -32.64082 0.2 -0.2 0.1
H 7.16800 -6.82196 -30.15697 0.1 0.6 -0.2
H 8.84418 -7.29269 -29.83104 0.4 0.7 -0.4
H 7.80724 -8.28432 -30.72477 0.2 0.1 -1.1
C 9.60849 2.67085 -30.84917 0.4 -1.9 1.3
C 8.82511 3.20170 -29.62064 0.1 0.4 -2.1
O 9.12888 2.59317 -28.36572 3.1 2.3 -4.0
C 8.34073 1.92648 -27.68020 2.3 0.1 1.3
O 7.16763 1.83980 -27.85944 -6.7 -1.2 -1.5
O 9.02739 1.50331 -26.70040 0.6 -1.0 0.2
C 8.40834 1.16040 -25.53845 -1.4 -0.8 4.1
H 9.15005 2.73907 -31.83572 -0.2 1.2 0.2
H 9.53559 1.58748 -30.75378 0.5 -0.5 0.2
H 10.66826 2.92563 -30.85748 -0.2 0.2 -0.1
H 7.80293 2.96623 -29.91694 -0.4 0.7 0.6
H 9.08452 4.25633 -29.52805 -0.7 0.0 0.4
H 8.50236 1.99432 -24.84286 0.3 0.0 0.1
H 8.80806 0.25739 -25.07705 0.6 0.2 -0.3
H 7.34482 0.92635 -25.49107 -0.2 0.2 -1.2
C 12.90484 -5.01883 -29.87691 0.2 -1.3 0.5
C 13.05827 -3.61672 -30.37175 -1.2 -1.1 -0.8
O 13.06189 -2.76425 -29.25706 -0.5 1.7 2.0
C 11.96230 -2.40166 -28.56235 1.5 0.0 -1.4
O 10.82062 -2.66115 -28.91967 1.0 -0.3 0.3
O 12.34867 -1.67889 -27.54637 0.1 0.8 0.1
C 11.45163 -0.86572 -26.75740 -1.4 -1.0 0.7
H 12.85085 -5.76001 -30.67430 -0.2 0.2 -0.2
H 12.02422 -5.11414 -29.24167 -0.3 0.1 -0.3
H 13.70718 -5.37196 -29.22910 0.4 0.4 -0.1
H 12.19990 -3.40023 -31.00771 -0.1 0.3 -0.1
H 13.95307 -3.46146 -30.97451 0.1 0.3 0.5
H 10.87690 -0.06760 -27.22729 0.9 0.1 -0.9
H 11.96702 -0.49112 -25.87301 0.4 -0.2 -0.5
H 10.63215 -1.49480 -26.40984 0.2 -0.3 0.3
C 4.13155 -9.17162 -31.06537 0.3 0.8 0.2
C 3.72301 -7.69069 -30.89668 -0.1 -0.9 0.6
O 4.66256 -6.91567 -31.70522 -0.6 1.5 -0.2
C 4.38113 -5.60915 -31.79785 0.7 -0.1 -1.6
O 3.57617 -4.99014 -31.14641 -0.2 0.4 1.0
O 5.09770 -5.03531 -32.79602 0.6 -0.2 0.2
C 5.09720 -3.59437 -33.03845 -1.3 -0.7 1.1
H 4.96026 -9.28994 -30.36726 0.2 -0.4 -0.2
H 4.47880 -9.38405 -32.07651 -0.1 0.1 0.0
H 3.37719 -9.91210 -30.79943 -0.2 0.4 0.0
H 3.84745 -7.41865 -29.84853 0.3 0.1 0.1
H 2.68181 -7.42865 -31.08465 0.2 -0.1 -0.8
H 4.10075 -3.27104 -33.33955 0.0 -0.3 -0.8
H 5.89358 -3.34936 -33.74118 -0.2 -0.3 0.2
H 5.17712 -3.02738 -32.11097 0.8 -0.2 0.3
```
Positions in Å, forces in eV/Å.